Entry 1:
Formula: C16H29AsF6NNaO6S3
Source: OMol25
Level of theory: wB97M-V/def2-TZVPD

Summary:
Relative energy (zero: lowest compared OMol25 entry of this formula, charge and spin), kcal/mol: 69.23
Kohn-Sham gap, Ha: 0.296
E_LUMO, eV: -0.10

The geometry in XYZ format:
```
63
Properties=species:S:1:pos:R:3:forces:R:3:nbo_charge:R:1
Na -13.39460 34.15712 6.88439 0.177 0.014 -0.013 0.95
As -11.95892 30.12069 6.88699 0.804 -1.352 1.545 2.82
F -13.25417 29.50165 7.97003 0.779 0.735 -1.195 -0.63
F -11.14176 30.62968 8.38246 -0.211 0.154 -0.693 -0.64
F -10.62474 30.75070 5.91686 -0.962 -0.162 0.194 -0.63
F -12.87238 29.52256 5.49980 0.574 0.913 0.682 -0.62
F -12.65376 31.74429 6.83932 -0.611 -0.128 -0.286 -0.67
F -11.07847 28.61445 7.00648 -0.636 0.414 -0.214 -0.62
C -13.03871 31.38323 2.25899 -0.063 1.601 2.008 -0.40
C -14.58249 31.30320 2.06156 1.629 0.155 -1.426 -0.41
C -15.25521 32.53164 2.69934 0.458 0.089 0.213 -0.64
S -14.04971 33.92922 2.74359 2.281 -3.005 -0.665 2.12
O -13.66355 34.21521 4.13454 -1.052 0.308 -1.143 -0.97
O -14.34410 34.90554 1.72956 -0.642 0.768 0.768 -0.92
C -12.66772 32.91547 2.02479 -0.682 -0.907 0.086 -0.64
H -12.45199 30.66251 1.68940 -0.236 0.335 -0.392 0.23
H -12.84732 31.12330 3.30010 0.300 0.108 0.188 0.23
H -14.96565 30.32839 2.36329 -0.167 0.311 0.429 0.24
H -14.58380 31.27755 0.97186 -1.087 0.437 -0.218 0.21
H -15.42170 32.30097 3.75156 -0.502 0.196 -0.064 0.25
H -16.10785 32.93136 2.15040 -0.161 -0.275 0.307 0.25
H -11.76409 33.35115 2.45110 0.098 -0.535 0.193 0.25
H -12.64197 33.08984 0.94914 -0.238 0.304 0.031 0.23
C -12.77843 33.12346 12.84337 0.440 -0.165 -0.629 -0.41
C -13.91163 34.13723 13.12911 0.081 -0.034 -1.241 -0.41
C -13.80341 35.22973 12.00251 -0.216 -2.474 -0.384 -0.63
S -13.64120 34.17312 10.48194 4.188 1.348 0.667 2.11
O -12.85792 34.85602 9.41047 -1.611 -1.052 1.306 -0.97
O -14.92911 33.64921 10.23266 -1.769 -0.804 -0.770 -0.94
C -12.55799 32.86997 11.30354 -0.515 1.638 0.240 -0.62
H -12.92199 32.11579 13.23336 -0.122 0.391 0.716 0.24
H -11.86412 33.57642 13.22675 0.179 -0.421 0.070 0.21
H -13.86731 34.71336 14.05335 0.305 -0.615 0.289 0.23
H -14.81571 33.52853 13.11373 -0.480 0.700 -0.193 0.23
H -12.84476 35.73385 12.12480 -0.400 0.564 -0.098 0.24
H -14.73946 35.77872 11.89997 0.472 0.460 -0.063 0.25
H -11.50311 33.06384 11.10926 -0.247 0.206 -0.553 0.25
H -12.80041 31.90035 10.86860 -0.337 0.044 0.295 0.27
C -17.44045 35.86653 9.83494 2.340 -0.652 -0.911 -0.40
C -18.54447 35.83082 8.86015 -1.806 2.072 -0.333 -0.41
C -18.00731 35.83591 7.44612 1.771 -1.808 -0.852 -0.63
S -16.31028 36.63542 7.45173 -1.273 0.674 2.678 2.17
O -16.23119 37.90644 6.79803 -0.341 -0.024 -0.501 -0.91
O -15.23587 35.70307 7.28244 0.409 -1.270 -1.022 -0.99
C -16.40081 36.85420 9.23102 -0.893 0.705 1.081 -0.68
H -17.07773 34.84295 9.74090 0.708 -0.025 0.902 0.23
H -17.76813 36.10235 10.84742 0.221 0.012 -0.121 0.23
H -19.09750 36.76689 8.93772 -0.610 -0.065 0.309 0.20
H -19.15793 34.98595 9.17314 -0.410 0.058 -0.861 0.24
H -18.60912 36.11986 6.58281 -0.055 0.329 0.419 0.26
H -17.66564 34.81257 7.29083 -0.102 -0.283 -0.537 0.23
H -16.88803 37.81775 9.38030 0.248 0.405 -0.191 0.23
H -15.40290 36.92112 9.66437 -0.016 -0.339 -0.139 0.25
N -10.23604 35.18989 7.49608 0.238 -1.155 -0.173 -0.49
C -10.24768 34.02410 6.78383 0.358 -0.470 0.878 -0.09
C -10.91953 34.30188 5.61415 1.647 -7.349 -0.936 -0.33
C -11.25023 35.55402 5.52908 -2.592 5.489 1.595 -0.33
C -10.94308 36.06028 6.78152 0.541 3.892 -0.436 -0.08
H -9.53147 35.37584 8.19544 -0.664 0.169 0.211 0.42
H -9.92689 33.15121 7.33296 0.125 -0.367 -0.793 0.24
H -11.15492 33.53641 4.88955 0.132 -0.120 0.000 0.23
H -11.91590 36.07472 4.85667 0.316 -0.168 -0.289 0.24
H -10.99681 37.09040 7.10145 -0.113 0.029 0.035 0.20
```
Forces are in eV/Å.

---

Entry 2:
Formula: C16H29B2Cl2CoF16LiO4
Source: OMol25
Level of theory: wB97M-V/def2-TZVPD

Summary:
Kohn-Sham gap (spin up / spin down), Ha: 0.274 / 0.275
Multiplicity: 4
E_LUMO (spin up / spin down), eV: -2.24 / -2.20

The geometry in XYZ format:
```
71
Properties=species:S:1:pos:R:3:forces:R:3:mulliken_charge:R:1
Co -17.99602 18.17103 19.10800 -1.882 -0.963 -0.366 0.13
Li -16.90650 16.75318 21.62396 -1.415 -0.095 -0.694 0.87
C -19.62043 15.65619 20.23024 0.186 0.826 -1.027 -0.38
O -18.78440 16.77884 20.46400 1.990 0.670 0.755 -0.79
H -19.39246 14.81856 20.88942 -0.067 -0.122 -0.067 0.10
H -20.67537 15.92351 20.29153 -0.198 0.193 0.724 0.00
H -19.56468 15.37600 19.17835 0.488 -0.579 -0.116 0.31
B -19.05894 19.93077 19.01802 -0.339 0.970 -0.130 0.39
H -19.64686 20.83388 18.96344 -1.953 2.955 0.022 -0.19
H -19.65534 19.05963 18.79515 -2.537 -3.323 -0.827 -0.10
H -18.25170 19.98680 18.30425 3.272 0.250 -3.066 -0.07
H -18.58872 19.80547 19.98106 1.946 -0.458 4.679 -0.10
B -17.77948 17.33579 17.14368 0.281 0.353 -1.151 0.28
H -17.14805 16.94315 17.92558 3.286 -1.922 3.683 -0.04
H -17.86579 16.57358 16.38484 -0.108 -2.727 -2.509 -0.19
H -18.74350 17.45092 17.61450 -4.325 0.465 1.563 0.12
H -17.36163 18.27061 16.80346 1.211 3.417 -1.450 -0.21
C -22.23030 16.27532 23.82967 -0.196 -0.191 0.716 -1.13
C -21.52032 14.90113 23.82050 -0.979 0.537 0.444 1.15
C -20.05281 15.07862 24.22102 1.480 0.283 -3.105 0.43
F -19.79079 15.92783 25.18049 -0.901 1.728 2.046 -0.29
F -19.40958 13.97819 24.55878 0.009 -2.336 0.381 -0.30
F -22.10851 14.06568 24.70036 -0.303 0.137 0.642 -0.37
F -21.69627 14.27901 22.61784 0.878 0.603 0.173 -0.09
O -21.55781 17.14611 22.95592 0.221 1.475 -1.255 -0.40
C -22.26261 18.35551 22.69069 0.833 -2.416 1.170 0.90
C -21.40165 19.25090 21.81274 1.209 0.330 -2.939 0.38
F -21.93015 20.44563 21.51490 -1.338 0.524 0.821 -0.32
F -20.17646 19.52273 22.28208 0.368 -0.423 1.544 -0.24
F -23.41019 17.97432 22.09315 0.014 1.079 -0.029 -0.27
F -22.53290 18.93856 23.87225 -0.446 0.352 -0.191 -0.30
H -22.16336 16.73099 24.81759 -0.066 -0.494 0.320 0.33
H -23.28606 16.15474 23.58692 0.048 -0.242 -0.229 0.43
H -19.50139 15.46937 23.36583 -0.390 0.111 -0.702 -0.03
H -21.19978 18.84318 20.82223 -0.411 -1.038 0.106 0.03
C -24.92101 11.00020 18.64630 -0.278 -0.410 0.728 -0.95
C -24.74445 10.22897 17.30879 3.158 -0.069 2.867 1.02
C -23.24594 10.14009 16.91196 -0.223 2.606 -0.778 0.84
F -22.50827 9.29135 17.54806 0.841 -2.093 2.766 -0.27
F -23.04699 9.81510 15.64444 -0.852 -0.239 -2.220 -0.28
F -25.26466 9.01100 17.40955 -0.587 -1.145 0.455 -0.32
F -25.37111 10.88145 16.41787 -1.875 1.891 -3.157 -0.26
O -24.46765 12.35846 18.55592 0.677 1.207 1.500 -0.33
C -24.55445 13.15365 19.77653 0.134 -1.295 -1.784 0.75
C -23.96013 14.56152 19.54630 3.152 0.051 -1.017 0.63
F -24.25600 15.07260 18.33543 -1.141 0.141 0.445 -0.24
F -24.09098 15.47381 20.53923 -1.706 -0.244 0.127 -0.22
F -25.82286 13.16379 20.12407 -1.052 0.271 0.703 -0.32
F -23.84646 12.61752 20.80986 -0.265 -0.099 -0.538 -0.23
H -24.41995 10.48729 19.46726 0.161 -0.129 -0.083 0.40
H -25.99402 10.95070 18.83147 -0.128 0.181 0.083 0.33
H -22.81348 11.13296 17.03562 -0.138 0.314 0.207 -0.37
H -22.87294 14.48380 19.53662 0.153 -0.941 -0.238 -0.12
C -20.26418 9.03255 22.38452 -0.214 -0.190 -0.431 -0.52
C -20.28462 10.31281 23.18929 0.466 0.899 0.739 -0.59
C -20.20803 11.43676 22.16291 -1.038 -0.619 -0.885 0.38
O -19.68949 10.84638 20.96570 0.671 0.968 0.232 -0.45
C -20.00249 9.47973 20.91419 0.398 -0.386 1.029 -0.20
H -21.21909 8.51465 22.47409 0.150 -0.198 -0.047 0.30
H -19.46199 8.41103 22.78240 -0.174 -0.275 -0.315 0.22
H -19.42681 10.35472 23.86049 0.038 -0.003 0.039 0.31
H -21.17313 10.41817 23.81182 -0.003 -0.010 -0.036 0.30
H -19.65153 12.33982 22.41367 0.216 -0.290 0.048 0.15
H -21.23270 11.72776 21.93166 -0.221 0.398 0.061 -0.24
H -19.10578 8.98044 20.54715 -0.247 -0.161 -0.393 0.30
H -20.86126 9.30697 20.26552 -0.051 -0.130 -0.074 0.05
C -20.95657 14.99633 16.06763 0.246 0.098 -0.522 0.13
Cl -21.69506 13.63625 16.89946 -0.028 -0.264 0.346 -0.09
Cl -22.21439 15.93742 15.20167 0.655 -0.132 0.375 -0.18
H -20.38761 15.59285 16.78075 -0.458 0.220 -0.093 -0.26
H -20.24680 14.58756 15.34844 -0.300 0.148 -0.074 0.33
```
Forces are in eV/Å.

---

Entry 3:
Formula: C16H29Cl2FO15
Source: OMol25
Level of theory: wB97M-V/def2-TZVPD

Summary:
Relative energy (zero: lowest compared OMol25 entry of this formula, charge and spin), kcal/mol: 49.48
Kohn-Sham gap, Ha: 0.392
SMILES: O=C1OC[C@@H](F)O1.COC(=O)OC.COC(=O)OC.COC(=O)OC.COC(=O)OC.ClCCl
E_LUMO, eV: 0.31

The geometry in XYZ format:
```
63
Properties=species:S:1:pos:R:3:forces:R:3:nbo_charge:R:1
O 1.50245 -1.20677 -5.58483 2.931 -0.407 1.565 -0.59
C 2.56412 -1.36565 -4.97956 -3.079 1.330 -2.017 0.97
O 3.18350 -0.41324 -4.25314 -1.803 2.933 -1.000 -0.50
C 3.84060 -1.01767 -3.22490 1.264 -2.705 0.535 -0.13
C 4.40946 -2.19944 -4.04689 -1.148 1.984 0.307 0.46
F 4.62246 -3.25057 -3.31299 0.634 -1.677 0.497 -0.30
O 3.29331 -2.45157 -4.96016 1.309 -1.198 0.428 -0.48
H 4.63854 -0.46806 -2.72559 -0.317 0.464 -0.367 0.21
H 3.11285 -1.40747 -2.51320 0.227 -0.008 0.312 0.20
H 5.27811 -1.82304 -4.58713 0.165 -0.715 -0.397 0.15
C -4.20766 -1.98160 4.02314 -0.504 -0.626 1.016 -0.25
O -3.01727 -1.24240 4.13765 0.608 0.539 -0.980 -0.50
C -1.83983 -1.84265 3.92542 -0.263 -3.245 0.506 0.98
O -1.61790 -3.07686 3.94631 -0.764 3.795 -0.276 -0.65
O -0.97675 -0.85201 3.77542 1.576 -0.694 -0.783 -0.48
C 0.38573 -1.25524 3.50502 1.380 -0.308 1.228 -0.28
H -4.41137 -2.46866 3.06953 0.593 0.084 -0.142 0.19
H -5.01070 -1.26729 4.20479 0.092 -0.104 0.127 0.19
H -4.15069 -2.72161 4.82141 -0.577 -0.260 -0.162 0.19
H 1.01754 -0.82402 4.28152 -0.181 0.771 -0.104 0.19
H 0.79351 -0.99199 2.52905 -0.757 0.276 0.057 0.20
H 0.64216 -2.29969 3.68244 -1.087 -0.330 -0.322 0.22
C -1.40719 5.04898 2.59795 -0.167 1.422 -1.735 -0.26
O -0.52896 4.00383 2.88499 1.517 -1.161 0.090 -0.52
C 0.55415 3.71727 2.05310 -2.198 0.732 -0.193 0.99
O 0.75844 4.15742 0.94203 -0.049 -0.226 1.360 -0.63
O 1.23595 2.79409 2.70265 0.698 -0.236 0.433 -0.49
C 2.57330 2.55254 2.26520 0.511 0.297 -0.447 -0.26
H -0.89158 6.00810 2.64619 0.167 0.066 -0.029 0.18
H -2.27906 5.16269 3.24216 0.389 -0.917 0.504 0.20
H -1.79055 4.94662 1.58273 -0.030 0.008 -0.137 0.20
H 3.12130 2.01057 3.03595 -0.500 -0.120 0.037 0.20
H 3.10839 3.48853 2.10487 -0.175 0.144 0.000 0.19
H 2.61056 2.01007 1.32051 -0.191 -0.156 0.067 0.18
C -3.57403 3.69104 -3.39609 0.319 -0.996 -1.188 -0.27
O -3.30895 3.76440 -1.98984 -0.108 0.823 -0.679 -0.48
C -3.63455 2.72173 -1.25811 -2.475 -3.521 -0.777 0.98
O -4.28123 1.70668 -1.64473 2.120 3.159 1.113 -0.67
O -3.21564 2.92487 -0.01741 1.128 0.903 -0.983 -0.49
C -3.65934 2.08208 0.99160 -1.083 -0.564 1.409 -0.26
H -3.54492 4.64007 -3.93142 0.098 0.395 0.992 0.20
H -4.50097 3.20106 -3.69406 -0.192 0.016 0.753 0.21
H -2.79403 3.08713 -3.85976 0.148 -0.084 0.102 0.19
H -4.69691 2.35671 1.18169 -0.242 -0.484 0.022 0.18
H -3.13354 2.31213 1.91827 0.369 0.183 -0.291 0.20
H -3.55131 1.01283 0.80957 -0.071 0.182 -0.407 0.21
C 3.22004 -3.88383 0.46444 -0.106 -0.475 -0.281 -0.24
O 2.80927 -4.14531 -0.88353 0.151 0.971 -0.799 -0.53
C 1.55053 -3.88341 -1.32151 -2.190 -2.838 4.843 0.98
O 0.54988 -4.06918 -0.58782 2.392 1.459 -2.058 -0.65
O 1.57345 -3.73170 -2.59050 0.308 2.113 -2.022 -0.49
C 0.36471 -3.30496 -3.25955 -0.844 -1.417 -0.411 -0.28
H 3.00788 -2.85863 0.76785 -0.217 -0.153 0.028 0.18
H 4.30090 -4.02117 0.43320 -0.084 0.007 0.063 0.19
H 2.78957 -4.61925 1.14411 -0.156 0.225 0.058 0.20
H -0.18835 -4.24188 -3.32591 -0.472 0.273 -0.310 0.20
H 0.58210 -2.93217 -4.26048 0.505 -0.265 0.254 0.22
H -0.28798 -2.57080 -2.78721 0.609 -0.014 0.744 0.20
Cl -0.73578 0.23746 0.81018 0.365 0.118 -1.098 -0.04
C 0.47090 0.36023 -0.54321 -0.482 0.637 0.800 -0.39
Cl 1.75348 -0.77549 -0.33732 0.946 -1.041 0.308 -0.03
H 0.05042 0.14671 -1.52592 -0.362 0.500 0.374 0.24
H 0.96752 1.31965 -0.39838 -0.640 0.135 -0.537 0.23
```
Forces are in eV/Å.

---

Entry 4:
Formula: C16H29CoN2S
Source: OMol25
Level of theory: wB97M-V/def2-TZVPD

Summary:
Relative energy (zero: lowest compared OMol25 entry of this formula, charge and spin), kcal/mol: 0.00
Kohn-Sham gap (spin up / spin down), Ha: 0.236 / 0.229
Charge: +2
Multiplicity: 5
E_LUMO (spin up / spin down), eV: -7.66 / -9.99

The geometry in XYZ format:
```
49
Properties=species:S:1:pos:R:3:forces:R:3:nbo_charge:R:1
C 1.17805 1.80281 -0.94290 1.842 4.459 -0.556 -0.58
H 1.92779 2.13044 -0.19930 -0.337 -0.163 -0.370 0.23
H 1.71467 1.45256 -1.83504 -0.307 -0.549 0.012 0.23
H -0.52781 -0.01271 0.97794 -0.073 0.163 -0.782 0.00
C 0.16936 2.92229 -1.20678 -0.534 -0.736 0.662 -0.45
H -0.70759 2.50335 -1.71788 0.021 0.241 -0.027 0.20
H -0.17714 3.31470 -0.23919 0.007 -0.110 -0.222 0.22
C 0.72170 4.10152 -2.02804 0.475 0.057 -0.295 -0.59
H -0.08052 4.83344 -2.21616 0.285 -0.357 0.090 0.25
H 1.53402 4.60564 -1.48234 -0.278 -0.191 -0.208 0.23
H 1.11899 3.74871 -2.99331 -0.152 0.218 0.289 0.22
C -0.73430 -1.80111 -0.18884 -0.671 -0.529 0.075 0.12
C -1.32067 -0.76115 -1.00369 0.167 0.295 -0.403 -0.08
C -0.37603 -0.43723 -2.04521 -0.963 -2.267 -1.002 -0.05
C 0.81128 -1.22237 -1.80994 -0.625 -0.696 -0.115 0.05
C 0.58082 -2.05723 -0.67185 0.461 0.365 -0.514 -0.01
C 1.55091 -3.00256 -0.07893 0.352 -0.248 0.149 -0.67
C 1.99457 -1.28627 -2.70693 0.350 0.254 0.036 -0.68
C -0.68236 0.30192 -3.30208 0.103 0.579 0.145 -0.66
C -2.72450 -0.27868 -0.92584 -0.328 0.168 0.095 -0.65
C -1.38857 -2.48181 0.96136 0.062 0.163 0.209 -0.68
Co 0.32522 0.23930 -0.22400 0.024 -0.594 1.369 0.94
H 2.89322 -1.55122 -2.13666 -0.115 0.134 -0.277 0.25
H 1.86488 -2.04587 -3.49335 -0.099 0.144 0.273 0.27
H 2.15014 -0.32629 -3.21296 0.099 -0.244 0.079 0.24
H 2.56274 -2.81021 -0.44783 -0.193 -0.107 0.058 0.25
H 1.58281 -2.92999 1.01615 -0.114 -0.061 -0.258 0.24
H 1.28880 -4.03586 -0.34196 0.034 0.147 0.046 0.27
H -2.14340 -1.82939 1.42501 0.103 -0.311 -0.214 0.24
H -1.88691 -3.40621 0.62410 0.157 0.239 0.148 0.29
H -0.64327 -2.74003 1.73100 -0.261 -0.088 -0.307 0.24
H -2.80297 0.71284 -1.39251 -0.158 -0.298 0.228 0.24
H -3.40016 -0.96663 -1.46010 0.206 0.228 0.164 0.27
H -3.05291 -0.21354 0.12282 -0.048 0.027 -0.439 0.23
H 0.18089 0.90494 -3.60906 -0.252 -0.073 -0.102 0.24
H -0.92350 -0.38440 -4.13142 0.148 0.039 0.399 0.28
H -1.54572 0.96006 -3.16000 0.203 -0.095 -0.176 0.24
S 1.63712 0.07186 1.49445 0.572 -0.221 0.902 -0.02
C 0.70054 -0.05929 2.93435 -0.637 -0.561 1.153 0.35
N 1.17015 -0.61482 4.06162 0.175 0.416 -1.512 -0.53
C 0.14782 -0.71458 5.08815 0.109 -0.174 0.944 -0.23
C -1.08814 -0.12735 4.40982 -0.868 0.171 0.369 -0.23
N -0.58502 0.28675 3.11157 0.563 0.002 -0.702 -0.56
H 2.11367 -0.98009 4.13521 -0.269 0.131 0.031 0.45
H 0.44712 -0.12996 5.96257 -0.092 -0.176 -0.066 0.24
H -0.00500 -1.75737 5.38571 0.128 0.222 -0.017 0.24
H -1.48678 0.73401 4.95409 0.063 -0.168 -0.085 0.24
H -1.89676 -0.85984 4.29083 0.213 0.139 0.047 0.22
H -1.18167 0.63325 2.35876 0.453 0.016 0.677 0.43
```
Forces are in eV/Å.

---

Number 1: E -144905.13418 eV. Number 2: E -132954.09095 eV. Number 3: E -75534.69814 eV. Number 4: E -68485.45567 eV.